1.
Below is C15H22N2O5S in the gas phase, with properties calculated with wB97M-V/def2-TZVPD.

Geometry (Å):
S  -0.07  2.18  0.30
O  -2.56  -0.72  -1.90
O  -5.01  0.21  -0.44
O  2.36  -2.00  2.16
O  4.30  0.22  -1.57
O  -4.05  -1.70  0.21
N  -0.35  -1.08  -1.64
N  -1.66  -0.42  0.16
C  -1.59  -0.73  -1.16
C  3.59  -1.99  2.84
C  4.21  0.78  -2.86
C  -5.10  -2.44  -0.40
C  0.89  3.38  1.27
C  -1.73  2.55  0.98
C  2.30  -1.46  0.91
C  -2.84  0.28  0.63
C  3.36  -0.85  0.26
C  1.05  -1.55  0.28
C  1.96  -0.43  -1.66
C  -2.83  1.77  0.27
C  0.88  -1.02  -0.99
C  -4.08  -0.39  0.02
C  3.19  -0.34  -1.03
H  3.41  -2.49  3.78
H  -0.32  -1.11  -2.65
H  -5.01  -2.37  -1.49
H  0.26  -2.07  0.78
H  -4.98  -3.47  -0.07
H  3.96  0.02  -3.61
H  3.48  1.59  -2.90
H  -0.80  -0.21  0.63
H  -1.71  2.34  2.05
H  1.93  3.25  0.99
H  1.80  -0.03  -2.65
H  5.20  1.18  -3.08
H  0.77  3.17  2.33
H  0.56  4.39  1.04
H  3.93  -0.96  3.03
H  -6.07  -2.05  -0.09
H  -3.80  2.19  0.55
H  -2.89  0.14  1.72
H  -1.89  3.62  0.83
H  4.36  -2.53  2.28
H  4.33  -0.75  0.71
H  -2.72  1.86  -0.81

Properties
**ΔE to the lowest compared entry with this formula, charge and spin**: 11.1 kcal/mol
**Frontier orbital gap**: 8.950 eV
**HOMO level**: -8.38 eV
**Structure (SMILES)**: COC(=O)[C@H](CCSC)NC(=O)Nc1cc(OC)cc(OC)c1
**E**: -1468.70053 Eh
**Charge**: 0

2.
Below is a molecular structure, C15H22N2OSe5W, with properties calculated with wB97M-V/def2-TZVPD.

Geometry (Å):
W  -0.65  2.55  -2.70
Se  -2.27  4.44  -2.92
Se  -3.06  0.92  -3.26
Se  -0.41  2.39  -0.26
Se  -2.45  2.77  -4.63
Se  -0.92  -0.03  -3.11
O  0.88  3.02  -3.25
N  -0.67  -0.41  0.57
N  1.25  -0.01  -0.38
C  3.20  1.48  0.01
C  -4.49  -0.49  0.64
C  1.76  -3.66  0.01
C  -4.84  0.98  0.82
C  2.13  -2.39  -0.38
C  -2.02  -0.22  1.09
C  0.11  0.55  0.03
C  -3.08  -0.72  0.12
C  2.37  0.71  -1.01
C  -0.01  -1.63  0.46
C  0.53  -3.92  0.63
C  1.21  -1.37  -0.14
C  -0.38  -2.91  0.86
C  4.65  1.41  2.08
C  3.81  0.61  1.09
H  4.04  2.17  2.57
H  -5.89  1.11  1.12
H  5.47  1.92  1.57
H  -5.19  -0.94  -0.07
H  2.58  2.27  0.45
H  0.29  -4.93  0.92
H  5.08  0.77  2.85
H  -1.33  -3.11  1.34
H  2.45  -4.48  -0.16
H  -2.12  0.84  1.27
H  -4.23  1.47  1.58
H  -4.63  -1.03  1.58
H  -4.69  1.54  -0.11
H  3.08  -2.20  -0.85
H  -2.08  -0.74  2.05
H  1.96  1.37  -1.78
H  2.97  -0.05  -1.49
H  -2.93  -0.18  -0.82
H  4.42  -0.18  0.63
H  3.99  2.00  -0.55
H  3.01  0.08  1.63
H  -2.91  -1.77  -0.10

Properties
**ΔE to the lowest compared entry with this formula, charge and spin**: 0.0 kcal/mol
**Frontier orbital gap**: 6.150 eV
**HOMO level**: -6.62 eV
**E**: -12843.90293 Eh
**Charge**: 0

3.
Below is a molecular structure, C15H22N3NiO6PS4, with properties calculated with wB97M-V/def2-TZVPD.

Geometry (Å):
Ni  0.04  -2.12  -0.90
S  2.06  -3.21  -1.16
S  -1.05  6.77  1.02
S  -2.98  -1.54  -0.59
S  -0.11  -2.77  1.37
P  1.79  -3.02  0.80
O  2.43  -4.27  1.57
O  2.71  -1.84  1.29
O  -1.42  8.14  0.70
O  0.25  6.62  1.65
O  -1.91  -2.23  -1.45
O  -2.12  5.99  1.63
N  -0.97  6.67  -1.71
N  -0.53  4.66  -0.53
N  0.21  -0.24  -1.24
C  1.94  -5.60  1.33
C  0.22  0.63  -0.15
C  -0.11  2.57  -1.56
C  0.12  0.33  -2.48
C  -2.94  0.18  -1.04
C  -0.80  5.99  -2.85
C  -0.03  1.67  -2.67
C  -0.51  4.65  -2.90
C  0.05  1.97  -0.28
C  2.52  -1.09  2.51
C  -0.82  5.96  -0.59
C  -4.48  -2.00  -1.40
C  2.60  -6.52  2.33
C  2.98  -1.86  3.72
C  -0.38  3.99  -1.68
H  -0.39  4.15  -3.86
H  0.14  -0.35  -3.32
H  -3.08  0.27  -2.12
H  3.69  -6.47  2.23
H  2.18  -5.88  0.30
H  1.47  -0.80  2.58
H  0.85  -5.60  1.45
H  -5.31  -1.52  -0.89
H  2.95  -1.21  4.59
H  -0.10  2.03  -3.69
H  2.33  -6.24  3.35
H  2.34  -2.72  3.91
H  -0.92  6.57  -3.77
H  2.28  -7.55  2.15
H  -1.96  0.58  -0.76
H  0.03  2.60  0.60
H  0.32  0.17  0.82
H  4.00  -2.22  3.59
H  -3.72  0.70  -0.48
H  -4.42  -1.70  -2.45
H  -4.57  -3.09  -1.32
H  3.11  -0.18  2.35

Properties
**ΔE to the lowest compared entry with this formula, charge and spin**: 0.0 kcal/mol
**2S+1**: 4
**Frontier orbital gap (spin up / spin down)**: 4.323 / 5.817 eV
**Expectation value of S²**: 3.78
**HOMO level (spin up / spin down)**: -2.71 / -4.65 eV
**E**: -4643.04077 Eh
**Charge**: -1